[1]
{"formula": "C3H33BeO14", "method": "ωB97M-V with the def2-TZVPD basis set", "elements": ["Be", "C", "C", "C", "O", "H", "H", "H", "H", "H", "H", "H", "O", "H", "H", "O", "H", "H", "O", "H", "H", "O", "H", "H", "O", "H", "H", "O", "H", "H", "O", "H", "H", "O", "H", "H", "O", "H", "H", "O", "H", "H", "O", "H", "H", "O", "H", "H", "O", "H", "H"], "positions_angstrom": [[0.97, 2.01, 1.99], [1.09, -0.88, -0.26], [1.10, 0.72, -0.30], [0.50, 1.41, -1.44], [0.45, 1.10, 0.88], [1.71, -1.07, -1.13], [0.08, -1.31, -0.49], [1.56, -1.49, 0.51], [2.10, 1.15, -0.33], [0.24, 2.47, -1.29], [-0.43, 1.05, -1.72], [1.11, 1.37, -2.37], [-2.85, 2.30, -0.77], [-2.30, 2.42, -1.55], [-3.61, 1.75, -1.00], [0.83, -3.41, 2.15], [1.67, -3.63, 1.78], [0.22, -3.85, 1.53], [0.84, -0.53, 3.25], [1.27, -1.04, 3.95], [0.87, -1.08, 2.46], [-2.66, -0.03, -3.11], [-1.86, -0.51, -3.19], [-3.23, -0.40, -3.78], [2.54, 1.63, 2.58], [2.90, 0.76, 2.56], [2.78, 1.94, 3.44], [-1.97, -2.57, -1.06], [-1.94, -1.69, -0.66], [-2.73, -2.53, -1.67], [1.11, 3.76, 1.26], [1.05, 4.36, 2.03], [0.48, 4.23, 0.72], [-0.13, 2.31, 3.25], [-0.19, 2.96, 3.93], [-1.03, 2.31, 2.96], [3.59, -1.13, 2.31], [3.74, -2.04, 2.13], [3.40, -1.07, 3.24], [-2.01, -0.24, 0.45], [-1.15, 0.18, 0.38], [-2.69, 0.19, -0.13], [0.59, -4.36, -1.43], [0.44, -3.60, -1.98], [-0.11, -4.42, -0.73], [-2.41, 2.61, -3.46], [-1.52, 2.60, -3.67], [-2.55, 1.65, -3.38], [-0.30, -2.00, -3.15], [-0.51, -1.85, -2.21], [-1.04, -2.49, -3.50]], "orbital_gap_ev": 8.8333, "e_above_lowest_kcal_mol": 23.8, "charge": 1, "homo_energy_ha": -0.462}

[2]
{"formula": "C3H34NO13S2", "method": "ωB97M-V with the def2-TZVPD basis set", "elements": ["N", "C", "C", "O", "C", "S", "S", "H", "H", "H", "H", "H", "H", "H", "H", "H", "H", "H", "H", "O", "H", "H", "O", "H", "H", "O", "H", "H", "O", "H", "H", "O", "H", "H", "O", "H", "H", "O", "H", "H", "O", "H", "H", "O", "H", "H", "O", "H", "H", "O", "H", "H", "O"], "positions_angstrom": [[-1.35, 0.68, 0.50], [-0.33, 1.70, 1.00], [0.83, 1.81, 0.04], [0.28, 1.80, -1.33], [0.20, 1.23, 2.37], [0.91, 2.60, 3.30], [-0.30, 2.95, 4.85], [-0.77, 0.27, -0.23], [-2.22, 1.05, 0.11], [-1.52, -0.05, 1.19], [-0.86, 2.64, 1.16], [1.42, 0.90, -0.09], [1.45, 2.69, 0.12], [0.19, 2.61, -1.84], [-0.65, 0.73, 2.82], [1.01, 0.51, 2.32], [-0.05, 1.92, 5.67], [1.59, -2.17, -0.27], [2.08, -1.76, -1.60], [2.42, -2.09, -0.76], [-1.14, -1.92, -6.51], [-0.35, -1.51, -5.29], [-0.58, -2.28, -5.82], [-0.13, -2.07, 3.87], [0.14, -1.90, 2.43], [-0.25, -1.41, 3.17], [4.56, -0.82, -1.68], [5.96, -1.18, -1.38], [5.43, -0.86, -2.11], [-0.99, 5.20, -3.10], [0.27, 5.82, -2.68], [-0.36, 5.15, -2.37], [1.93, -0.83, -3.87], [1.11, 0.14, -3.10], [1.14, -0.79, -3.31], [-4.04, -2.50, -3.56], [-4.92, -1.83, -4.58], [-4.00, -1.98, -4.37], [0.21, -2.55, -3.17], [-0.92, -3.56, -3.73], [-0.64, -2.97, -3.03], [-0.09, -4.08, 0.16], [-0.64, -4.01, 1.60], [0.11, -3.77, 1.05], [2.87, -2.47, 3.29], [2.18, -3.62, 2.54], [2.20, -3.15, 3.38], [-4.18, 0.46, -0.72], [-4.65, 1.06, 0.56], [-4.01, 0.43, 0.23], [-1.96, -0.91, -2.22], [-1.12, -1.96, -1.64], [-1.52, -1.10, -1.38]], "orbital_gap_ev": 8.8356, "e_above_lowest_kcal_mol": 0.0, "charge": 1, "homo_energy_ha": -0.424}

[3]
{"formula": "C3H34NO17", "method": "ωB97M-V with the def2-TZVPD basis set", "elements": ["C", "C", "O", "N", "C", "O", "O", "H", "H", "H", "H", "H", "H", "H", "H", "O", "H", "H", "O", "H", "H", "O", "H", "H", "O", "H", "H", "O", "H", "H", "O", "H", "H", "O", "H", "H", "O", "H", "H", "O", "H", "H", "O", "H", "H", "O", "H", "H", "O", "H", "H", "O", "H", "H", "O"], "positions_angstrom": [[-0.36, -0.89, -1.36], [-1.57, -0.53, -0.48], [-2.05, 0.80, -0.86], [0.74, -1.59, -0.71], [1.53, -0.83, 0.15], [1.70, -1.32, 1.26], [1.95, 0.28, -0.19], [0.07, 0.02, -1.90], [-0.73, -1.65, -2.20], [-2.34, -1.33, -0.55], [-1.38, -0.58, 0.65], [-1.25, 1.34, -0.96], [0.46, -2.53, -0.47], [0.92, 2.65, 0.43], [0.26, 2.29, -0.82], [0.14, 2.75, -0.04], [-2.05, 1.08, 2.46], [-0.82, 1.72, 1.76], [-1.11, 1.17, 2.44], [2.59, 3.57, 1.48], [3.20, 2.40, 0.86], [2.60, 3.10, 0.70], [-1.14, -0.40, -3.92], [-2.44, 0.34, -3.80], [-1.94, -0.36, -3.52], [-1.66, -1.95, 3.16], [-3.00, -1.35, 2.85], [-2.59, -2.25, 3.00], [-0.13, -0.50, 3.16], [0.26, -1.71, 2.29], [-0.06, -1.47, 3.21], [-3.68, 0.17, 0.44], [-3.80, 1.51, 1.01], [-3.96, 0.61, 1.37], [-0.94, -4.63, 0.68], [-0.73, -3.19, 0.19], [-0.73, -4.04, -0.08], [2.18, 0.48, -1.81], [2.50, 1.30, -3.14], [2.40, 0.56, -2.68], [-2.56, 2.05, 0.05], [-1.72, 3.06, 0.78], [-2.62, 2.81, 0.63], [2.01, -3.65, -2.58], [2.90, -2.45, -2.44], [2.62, -2.94, -3.15], [1.05, -1.54, -4.13], [1.19, -0.32, -3.63], [0.59, -0.67, -4.23], [0.91, 2.44, 2.58], [2.27, 2.15, 3.14], [1.60, 2.91, 2.94], [3.21, -0.32, 2.24], [2.53, 0.86, 1.49], [2.99, 0.61, 2.27]], "orbital_gap_ev": 8.9862, "e_above_lowest_kcal_mol": 85.3, "charge": -1, "homo_energy_ha": -0.234}

[4]
{"formula": "C3H35BeO15", "method": "ωB97M-V with the def2-TZVPD basis set", "elements": ["Be", "C", "C", "C", "O", "H", "H", "H", "H", "H", "H", "H", "O", "H", "H", "O", "H", "H", "O", "H", "H", "O", "H", "H", "O", "H", "H", "O", "H", "H", "O", "H", "H", "O", "H", "H", "O", "H", "H", "O", "H", "H", "O", "H", "H", "O", "H", "H", "O", "H", "H", "O", "H", "H"], "positions_angstrom": [[1.96, -0.25, 2.17], [-0.04, -2.08, 1.56], [0.03, -0.96, 0.48], [-1.00, 0.05, 0.66], [1.22, -0.27, 0.73], [0.52, -2.99, 1.46], [-1.03, -2.53, 1.39], [0.00, -1.65, 2.57], [0.08, -1.39, -0.53], [-0.90, 0.73, -0.21], [-0.89, 0.61, 1.56], [-2.07, -0.20, 0.66], [0.35, -3.68, -1.43], [0.87, -2.94, -1.12], [-0.59, -3.55, -1.36], [-3.07, 2.36, 1.36], [-2.45, 1.65, 1.55], [-2.68, 3.22, 1.65], [0.22, 2.46, -1.89], [0.53, 2.94, -2.64], [0.43, 1.54, -2.08], [-0.29, 4.10, 0.24], [-0.31, 3.26, -0.27], [-1.19, 4.37, 0.47], [-3.90, 2.06, -1.02], [-3.47, 2.05, -0.19], [-3.20, 2.31, -1.63], [-3.22, -0.39, -1.79], [-3.48, 0.40, -1.37], [-3.89, -0.53, -2.44], [2.88, -2.69, -0.30], [3.45, -3.12, 0.35], [2.89, -3.31, -1.06], [1.06, 0.44, 3.30], [1.51, 0.48, 4.14], [0.84, 1.40, 3.05], [2.41, 2.60, -0.06], [1.66, 2.32, -0.62], [2.58, 3.51, -0.37], [-2.28, -3.03, -1.53], [-2.48, -2.11, -1.34], [-3.07, -3.39, -1.89], [3.17, 0.98, 1.94], [2.98, 1.53, 1.16], [4.08, 1.08, 2.19], [-1.03, -0.13, -3.35], [-0.76, -1.00, -3.51], [-1.83, -0.17, -2.78], [1.61, 0.13, -2.14], [1.52, -0.12, -1.24], [1.13, -0.44, -2.74], [2.76, -1.55, 2.74], [2.66, -2.45, 2.36], [3.70, -1.64, 3.15]], "orbital_gap_ev": 8.8116, "e_above_lowest_kcal_mol": 1.6, "charge": 1, "homo_energy_ha": -0.464}

no.,LUMO energy (eV)
1,-3.7
2,-2.7
3,2.6
4,-3.8